Density functional theory data (wB97M-V/def2-TZVPD) for a 2-piece molecular cluster, C4H11N3O2 overall at a distorted geometry.

Last columns: bonded neighbours and bond lengths (Å).
Geometry (Å):
1 C -0.431 -2.236 0.759  N4 1.486, H11 1.103, H12 1.105, H13 1.051
2 C -0.881 -0.805 -1.275  N3 1.300, N4 1.405, N5 1.385
3 N 0.310 -0.403 -1.603  C2 1.300, H6 1.014
4 N -1.281 -1.817 -0.386  C1 1.486, C2 1.405, H8 1.072
5 N -1.923 0.085 -1.477  C2 1.385, H9 1.022, H10 1.007
6 H 1.195 -0.896 -1.552  N3 1.014
7 H 0.330 2.233 2.923  O16 1.016
8 H -1.651 -2.680 -0.902  N4 1.072
9 H -1.689 0.928 -2.005  N5 1.022
10 H -2.647 0.258 -0.798  N5 1.007
11 H 0.531 -1.705 0.653  C1 1.103
12 H -0.256 -3.305 0.542  C1 1.105
13 H -0.950 -2.136 1.667  C1 1.051
14 C 1.324 1.920 -0.136  C15 1.486, H18 1.105, H19 1.104, H20 1.079
15 C 1.251 1.422 1.263  C14 1.486, O16 1.378, O17 1.201
16 O 0.962 2.434 2.153  H7 1.016, C15 1.378
17 O 1.832 0.434 1.620  C15 1.201
18 H 1.335 3.018 -0.009  C14 1.105
19 H 0.446 1.547 -0.693  C14 1.104
20 H 2.191 1.706 -0.741  C14 1.079

Properties
- HOMO-LUMO gap (alpha / beta) (eV) = 9.85 / 5.25
- total charge = +1
- multiplicity = 2
- largest force on an atom (eV/Å) = 4.2
- total energy (a.u.) = -473.39505
- energy relative to the best compared isomer or geometry (same formula, charge and spin) (kcal per mole) = 77.4
- LUMO level (alpha / beta) (eV) = -3.88 / -8.47

natural (NBO) atomic charge list, values in e, 6 entries:
1 C -0.427
2 C 0.554
3 N -0.413
4 N -0.468
5 N -0.700
6 H 0.420

---

Density functional theory data (wB97M-V/def2-TZVPD) for a 2-piece molecular cluster, C6H14N2O overall.

Last columns: bonded neighbours and bond lengths (Å).
Geometry (Å):
1 C -0.459 -0.940 0.802  C4 1.492, C6 1.504, O9 1.390
2 C 1.250 -0.779 -0.870  N8 1.339, H12 1.082, H13 1.078
3 C -1.443 0.571 -0.342  C4 1.484, H14 1.079, H15 1.077
4 C -1.760 -0.212 0.877  C1 1.492, C3 1.484, H16 1.090, H17 1.098
5 C 0.922 2.747 -0.775  N7 1.447, H18 1.098, H19 1.092, H20 1.103
6 C -0.576 -2.417 0.541  C1 1.504, H21 1.101, H22 1.092, H23 1.091
7 N 0.640 1.401 -1.226  C5 1.447, N8 1.313
8 N 1.511 0.530 -0.772  C2 1.339, N7 1.313, H11 1.024
9 O 0.383 -0.538 1.833  C1 1.390, H10 0.965
10 H 1.258 -0.917 1.684  O9 0.965
11 H 2.122 0.810 0.001  N8 1.024
12 H 2.011 -1.443 -0.482  C2 1.082
13 H 0.673 -1.097 -1.723  C2 1.078
14 H -1.648 0.127 -1.304  C3 1.079
15 H -1.486 1.646 -0.299  C3 1.077
16 H -1.813 0.400 1.777  C4 1.090
17 H -2.646 -0.859 0.833  C4 1.098
18 H 1.612 3.264 -1.454  C5 1.098
19 H -0.013 3.311 -0.777  C5 1.092
20 H 1.339 2.793 0.246  C5 1.103
21 H -1.193 -2.879 1.327  C6 1.101
22 H 0.389 -2.925 0.518  C6 1.092
23 H -1.072 -2.595 -0.415  C6 1.091

Properties
- HOMO-LUMO gap (alpha / beta) (eV) = 7.63 / 7.63
- largest force on an atom (eV/Å) = 0.7
- total energy (a.u.) = -421.53714
- energy relative to the best compared isomer or geometry (same formula, charge and spin) (kcal per mole) = 165.1
- LUMO level (alpha / beta) (eV) = 0.73 / 0.73

natural (NBO) atomic charge list, values in e, 6 entries:
1 C 0.359
2 C -0.270
3 C -0.325
4 C -0.540
5 C -0.449
6 C -0.669

---

Density functional theory data (wB97M-V/def2-TZVPD) for a 8-piece molecular cluster, C53H119N7O7 overall at a distorted geometry.

Last columns: bonded neighbours and bond lengths (Å).
Geometry (Å):
1 N 0.517 0.342 0.432  O2 1.191, O3 1.201, O4 1.218
2 O 1.234 -0.578 0.676  N1 1.191
3 O -0.535 0.146 -0.113  N1 1.201
4 O 0.913 1.464 0.689  N1 1.218
5 C -6.583 -4.212 0.531  O6 1.416, H16 1.090, H17 1.090, H18 1.090
6 O -5.381 -4.926 0.756  C5 1.416, C7 1.424
7 C -4.237 -4.109 0.524  O6 1.424, C8 1.511, H19 1.090, H20 1.090
8 C -2.967 -4.920 0.413  C7 1.511, N9 1.501, H21 1.090, H22 1.090
9 N -1.705 -4.191 0.056  C8 1.501, H10 1.010, H11 1.010, C12 1.531
10 H -0.931 -4.839 0.083  N9 1.010
11 H -1.697 -3.872 -0.902  N9 1.010
12 C -1.340 -2.915 0.819  N9 1.531, C13 1.542, H23 1.090, H24 1.090
13 C -1.330 -3.160 2.341  C12 1.542, O14 1.440, H25 1.090, H26 1.090
14 O -0.606 -4.374 2.620  C13 1.440, C15 1.420
15 C -0.481 -4.694 3.997  O14 1.420, H27 1.090, H28 1.090, H29 1.090
16 H -6.749 -3.443 1.286  C5 1.090
17 H -7.483 -4.812 0.667  C5 1.090
18 H -6.524 -3.789 -0.472  C5 1.090
19 H -4.055 -3.341 1.275  C7 1.090
20 H -4.429 -3.545 -0.389  C7 1.090
21 H -3.089 -5.625 -0.409  C8 1.090
22 H -2.731 -5.558 1.265  C8 1.090
23 H -2.135 -2.173 0.735  C12 1.090
24 H -0.430 -2.567 0.329  C12 1.090
25 H -2.363 -3.140 2.690  C13 1.090
26 H -0.786 -2.289 2.706  C13 1.090
27 H 0.038 -5.652 3.999  C15 1.090
28 H -1.459 -4.817 4.463  C15 1.090
29 H 0.059 -4.023 4.666  C15 1.090
30 C -6.001 -2.918 -3.285  C31 1.571, H40 1.090, H41 1.090, H42 1.090
31 C -6.114 -1.498 -2.623  C30 1.571, C32 1.557, H43 1.090, H44 1.090
32 C -4.844 -0.616 -2.806  C31 1.557, N33 1.566, H45 1.090, H46 1.090
33 N -4.874 0.664 -1.904  C32 1.566, C34 1.543, C38 1.588, C39 1.534
34 C -5.315 0.301 -0.471  N33 1.543, C35 1.516, H47 1.090, H48 1.090
35 C -5.085 1.402 0.544  C34 1.516, C36 1.549, H49 1.090, H50 1.090
36 C -3.610 1.876 0.502  C35 1.549, C37 1.492, H51 1.090, H52 1.090
37 C -3.147 2.356 -0.833  C36 1.492, C38 1.540, H53 1.090, H54 1.090
38 C -3.400 1.253 -1.878  N33 1.588, C37 1.540, H55 1.090, H56 1.090
39 C -5.818 1.684 -2.554  N33 1.534, H57 1.090, H58 1.090, H59 1.090
40 H -5.547 -2.748 -4.261  C30 1.090
41 H -7.019 -3.260 -3.472  C30 1.090
42 H -5.271 -3.568 -2.802  C30 1.090
43 H -6.340 -1.709 -1.577  C31 1.090
44 H -6.947 -0.994 -3.112  C31 1.090
45 H -4.659 -0.310 -3.836  C32 1.090
46 H -4.009 -1.220 -2.452  C32 1.090
47 H -4.792 -0.559 -0.053  C34 1.090
48 H -6.399 0.183 -0.441  C34 1.090
49 H -5.236 1.059 1.568  C35 1.090
50 H -5.753 2.219 0.270  C35 1.090
51 H -2.984 1.030 0.788  C36 1.090
52 H -3.379 2.704 1.172  C36 1.090
53 H -2.078 2.564 -0.855  C37 1.090
54 H -3.658 3.241 -1.210  C37 1.090
55 H -2.750 0.461 -1.507  C38 1.090
56 H -3.074 1.389 -2.909  C38 1.090
57 H -5.791 2.697 -2.151  C39 1.090
58 H -6.808 1.250 -2.415  C39 1.090
59 H -5.654 1.848 -3.619  C39 1.090
60 C 0.650 -1.354 6.569  C61 1.578, H70 1.090, H71 1.090, H72 1.090
61 C -0.335 -0.512 5.668  C60 1.578, C62 1.553, H73 1.090, H74 1.090
62 C 0.170 0.896 5.250  C61 1.553, N63 1.605, H75 1.090, H76 1.090
63 N -1.056 1.824 4.787  C62 1.605, C64 1.564, C68 1.508, C69 1.564
64 C -2.218 1.891 5.831  N63 1.564, C65 1.585, H77 1.090, H78 1.090
65 C -1.913 2.777 7.109  C64 1.585, C66 1.590, H79 1.090, H80 1.090
66 C -1.232 4.167 6.748  C65 1.590, C67 1.528, H81 1.090, H82 1.090
67 C -0.043 3.979 5.806  C66 1.528, C68 1.530, H83 1.090, H84 1.090
68 C -0.429 3.178 4.562  N63 1.508, C67 1.530, H85 1.090, H86 1.090
69 C -1.667 1.240 3.471  N63 1.564, H87 1.090, H88 1.090, H89 1.090
70 H 0.901 -0.931 7.541  C60 1.090
71 H 1.573 -1.526 6.015  C60 1.090
72 H 0.229 -2.346 6.730  C60 1.090
73 H -1.265 -0.602 6.230  C61 1.090
74 H -0.564 -1.070 4.760  C61 1.090
75 H 0.967 0.875 4.506  C62 1.090
76 H 0.575 1.325 6.166  C62 1.090
77 H -2.538 0.878 6.078  C64 1.090
78 H -3.011 2.294 5.201  C64 1.090
79 H -1.428 2.143 7.853  C65 1.090
80 H -2.906 3.048 7.467  C65 1.090
81 H -0.879 4.774 7.582  C66 1.090
82 H -1.821 4.829 6.114  C66 1.090
83 H 0.725 3.429 6.350  C67 1.090
84 H 0.293 4.940 5.419  C67 1.090
85 H 0.444 3.098 3.914  C68 1.090
86 H -1.217 3.673 3.995  C68 1.090
87 H -2.344 2.021 3.125  C69 1.090
88 H -2.244 0.329 3.625  C69 1.090
89 H -0.860 1.081 2.755  C69 1.090
90 C -1.463 6.800 -4.429  C91 1.511, H100 1.090, H101 1.090, H102 1.090
91 C -1.460 5.310 -4.681  C90 1.511, C92 1.534, H103 1.090, H104 1.090
92 C -0.003 4.848 -4.808  C91 1.534, N93 1.560, H105 1.090, H106 1.090
93 N 0.237 3.429 -5.411  C92 1.560, C94 1.525, C98 1.619, C99 1.516
94 C -0.486 2.352 -4.610  N93 1.525, C95 1.560, H107 1.090, H108 1.090
95 C 0.048 2.119 -3.164  C94 1.560, C96 1.535, H109 1.090, H110 1.090
96 C 1.559 1.849 -3.218  C95 1.535, C97 1.557, H111 1.090, H112 1.090
97 C 2.398 2.950 -3.931  C96 1.557, C98 1.628, H113 1.090, H114 1.090
98 C 1.839 3.202 -5.439  N93 1.619, C97 1.628, H115 1.090, H116 1.090
99 C -0.171 3.351 -6.869  N93 1.516, H117 1.090, H118 1.090, H119 1.090
100 H -1.062 7.368 -5.268  C90 1.090
101 H -0.975 7.000 -3.475  C90 1.090
102 H -2.480 7.060 -4.134  C90 1.090
103 H -2.081 4.940 -5.496  C91 1.090
104 H -1.931 4.876 -3.799  C91 1.090
105 H 0.593 4.937 -3.900  C92 1.090
106 H 0.579 5.382 -5.559  C92 1.090
107 H -1.562 2.528 -4.601  C94 1.090
108 H -0.294 1.448 -5.188  C94 1.090
109 H -0.082 2.961 -2.483  C95 1.090
110 H -0.458 1.334 -2.603  C95 1.090
111 H 2.035 1.738 -2.244  C96 1.090
112 H 1.868 0.926 -3.707  C96 1.090
113 H 2.470 3.872 -3.354  C97 1.090
114 H 3.448 2.668 -4.019  C97 1.090
115 H 2.374 4.059 -5.848  C98 1.090
116 H 2.069 2.341 -6.067  C98 1.090
117 H 0.451 4.035 -7.447  C99 1.090
118 H -1.215 3.662 -6.832  C99 1.090
119 H -0.138 2.327 -7.242  C99 1.090
120 C 3.204 -0.958 3.969  C121 1.555, H130 1.090, H131 1.090, H132 1.090
121 C 4.271 -0.458 2.954  C120 1.555, C122 1.540, H133 1.090, H134 1.090
122 C 3.902 1.022 2.744  C121 1.540, N123 1.518, H135 1.090, H136 1.090
123 N 4.713 1.742 1.682  C122 1.518, C124 1.599, C128 1.525, C129 1.529
124 C 4.576 0.925 0.315  N123 1.599, C125 1.513, H137 1.090, H138 1.090
125 C 4.949 1.790 -0.870  C124 1.513, C126 1.478, H139 1.090, H140 1.090
126 C 4.270 3.103 -0.866  C125 1.478, C127 1.597, H141 1.090, H142 1.090
127 C 4.656 3.913 0.455  C126 1.597, C128 1.539, H143 1.090, H144 1.090
128 C 4.322 3.212 1.784  N123 1.525, C127 1.539, H145 1.090, H146 1.090
129 C 6.194 1.619 2.042  N123 1.529, H147 1.090, H148 1.090, H149 1.090
130 H 3.182 -0.453 4.935  C120 1.090
131 H 3.389 -1.998 4.237  C120 1.090
132 H 2.175 -0.929 3.611  C120 1.090
133 H 4.186 -1.008 2.017  C121 1.090
134 H 5.272 -0.776 3.246  C121 1.090
135 H 4.094 1.547 3.680  C122 1.090
136 H 2.883 1.139 2.375  C122 1.090
137 H 3.561 0.530 0.351  C124 1.090
138 H 5.289 0.102 0.361  C124 1.090
139 H 4.686 1.210 -1.754  C125 1.090
140 H 6.024 1.885 -0.716  C125 1.090
141 H 3.184 3.048 -0.947  C126 1.090
142 H 4.759 3.689 -1.644  C126 1.090
143 H 4.085 4.827 0.615  C127 1.090
144 H 5.720 4.083 0.290  C127 1.090
145 H 3.243 3.184 1.939  C128 1.090
146 H 4.768 3.661 2.671  C128 1.090
147 H 6.570 0.628 1.786  C129 1.090
148 H 6.370 1.856 3.091  C129 1.090
149 H 6.731 2.328 1.412  C129 1.090
150 C 3.049 -4.100 2.195  C151 1.532, H160 1.090, H161 1.090, H162 1.090
151 C 2.614 -4.122 0.726  C150 1.532, C152 1.559, H163 1.090, H164 1.090
152 C 3.810 -3.790 -0.217  C151 1.559, N153 1.602, H165 1.090, H166 1.090
153 N 3.594 -3.947 -1.797  C152 1.602, C154 1.511, C158 1.565, C159 1.538
154 C 2.415 -3.089 -2.192  N153 1.511, C155 1.625, H167 1.090, H168 1.090
155 C 2.727 -1.502 -2.355  C154 1.625, C156 1.538, H169 1.090, H170 1.090
156 C 4.008 -1.301 -3.181  C155 1.538, C157 1.541, H171 1.090, H172 1.090
157 C 5.158 -2.118 -2.560  C156 1.541, C158 1.495, H173 1.090, H174 1.090
158 C 4.923 -3.594 -2.545  N153 1.565, C157 1.495, H175 1.090, H176 1.090
159 C 3.225 -5.419 -2.046  N153 1.538, H177 1.090, H178 1.090, H179 1.090
160 H 2.212 -4.126 2.893  C150 1.090
161 H 3.598 -3.176 2.377  C150 1.090
162 H 3.759 -4.908 2.370  C150 1.090
163 H 1.813 -3.386 0.651  C151 1.090
164 H 2.183 -5.096 0.493  C151 1.090
165 H 4.580 -4.537 -0.026  C152 1.090
166 H 4.159 -2.766 -0.083  C152 1.090
167 H 1.609 -3.366 -1.512  C154 1.090
168 H 2.070 -3.441 -3.165  C154 1.090
169 H 2.658 -1.145 -1.328  C155 1.090
170 H 1.927 -1.015 -2.913  C155 1.090
171 H 4.254 -0.241 -3.246  C156 1.090
172 H 3.976 -1.586 -4.232  C156 1.090
173 H 5.394 -1.827 -1.537  C157 1.090
174 H 6.115 -2.094 -3.082  C157 1.090
175 H 5.663 -4.068 -1.900  C158 1.090
176 H 4.842 -4.054 -3.530  C158 1.090
177 H 2.228 -5.768 -1.778  C159 1.090
178 H 3.953 -6.101 -1.606  C159 1.090
179 H 3.294 -5.668 -3.105  C159 1.090
180 C -1.359 -1.714 -3.397  C181 1.530, H184 1.090, H185 1.090, H186 1.090
181 C -1.646 -3.182 -3.078  C180 1.530, O182 1.222, O183 1.224
182 O -2.707 -3.641 -2.684  C181 1.222
183 O -0.614 -3.839 -3.020  C181 1.224
184 H -1.228 -1.253 -2.418  C180 1.090
185 H -2.094 -1.115 -3.936  C180 1.090
186 H -0.432 -1.561 -3.951  C180 1.090

Properties
- HOMO-LUMO gap (alpha / beta) (eV) = 9.85 / 4.92
- total charge = +5
- multiplicity = 2
- largest force on an atom (eV/Å) = 5.2
- total energy (a.u.) = -2998.70361
- LUMO level (alpha / beta) (eV) = -9.37 / -14.31

Löwdin atomic charge list, values in e, 6 entries:
1 N -0.697
2 O -0.028
3 O -0.033
4 O -0.028
5 C -0.067
6 O -0.131

---

Q: What is the total energy in the second record?
A: -421.53714 a.u.

---

Q: Among the records above, which one has the highest total energy?
A: C6H14N2O

---

Q: Look up the largest force on an atom of the third one.
A: 5.2 eV/Å

---

Q: Number 1 is which compound?
A: C4H11N3O2